# 1
{
  "formula": "C34H70Br4N2O20",
  "method": "ωB97M-V/def2-TZVPD",
  "elements": ["C", "C", "O", "C", "O", "O", "C", "H", "H", "H", "H", "H", "H", "H", "H", "C", "C", "O", "C", "O", "O", "C", "H", "H", "H", "H", "H", "H", "H", "H", "C", "C", "O", "C", "O", "O", "C", "H", "H", "H", "H", "H", "H", "H", "H", "C", "C", "O", "C", "O", "O", "C", "H", "H", "H", "H", "H", "H", "H", "H", "C", "C", "O", "C", "O", "O", "C", "H", "H", "H", "H", "H", "H", "H", "H", "C", "C", "O", "C", "O", "O", "C", "H", "H", "H", "H", "H", "H", "H", "H", "C", "N", "C", "C", "O", "H", "H", "H", "H", "H", "H", "H", "C", "N", "C", "C", "O", "H", "H", "H", "H", "H", "H", "H", "Br", "C", "C", "Br", "H", "H", "H", "H", "Br", "C", "C", "Br", "H", "H", "H", "H"],
  "coordinates": [[-2.7096, -2.1938, -9.3440], [-1.7145, -2.6733, -8.3148], [-2.3006, -2.5881, -7.0145], [-1.4688, -2.3811, -5.9998], [-0.2740, -2.2613, -6.0671], [-2.1878, -2.3476, -4.8791], [-1.5742, -1.8296, -3.7118], [-3.7528, -2.2687, -9.0345], [-2.6043, -2.7370, -10.2810], [-2.5627, -1.1225, -9.4885], [-0.8354, -2.0292, -8.3824], [-1.2939, -3.6632, -8.4999], [-0.8515, -1.0621, -3.9925], [-1.1212, -2.6487, -3.1566], [-2.2575, -1.3319, -3.0238], [-0.1605, 0.0210, 5.2302], [-1.6017, 0.3627, 5.5122], [-2.2631, -0.6668, 6.2547], [-2.1450, -0.6350, 7.5831], [-1.4482, 0.1196, 8.1966], [-2.9485, -1.5601, 8.0745], [-3.1948, -1.5802, 9.4637], [0.3743, -0.3567, 6.1012], [0.4566, 0.7754, 4.7414], [-0.1216, -0.7962, 4.5004], [-2.1651, 0.4599, 4.5840], [-1.8193, 1.3122, 6.0062], [-2.3744, -1.3207, 10.1273], [-3.4909, -2.6115, 9.6763], [-4.0922, -1.0023, 9.6991], [5.0044, 1.3765, 3.2927], [4.5026, 0.9717, 1.9061], [4.4204, -0.4459, 1.7834], [3.3384, -1.0305, 2.2929], [2.5204, -0.4877, 2.9829], [3.3614, -2.3087, 1.9436], [2.1795, -3.0678, 2.1823], [4.2308, 1.0645, 3.9983], [5.0814, 2.4643, 3.3457], [5.9387, 0.9088, 3.5950], [5.2356, 1.3323, 1.1876], [3.5427, 1.4448, 1.7250], [1.2152, -2.5864, 2.0452], [2.3014, -3.6372, 3.1000], [2.1620, -3.7885, 1.3601], [2.6387, 0.8732, -0.9797], [1.6378, 0.4290, -2.0262], [2.1878, -0.2302, -3.1599], [2.7347, 0.4884, -4.1110], [2.8195, 1.6916, -4.1433], [3.2245, -0.3306, -5.0325], [3.9175, 0.2565, -6.1119], [3.2044, 0.0018, -0.6438], [2.1240, 1.3534, -0.1497], [3.3771, 1.5706, -1.3778], [0.9411, 1.2222, -2.3097], [0.9698, -0.3237, -1.6007], [4.9516, 0.4682, -5.8324], [3.4363, 1.1811, -6.4262], [3.9825, -0.4091, -6.9692], [1.6972, 3.3310, 2.4731], [2.2677, 4.3739, 1.5165], [3.3955, 3.7949, 0.8716], [4.5339, 4.4935, 0.8304], [4.8466, 5.4276, 1.5046], [5.3214, 3.8647, -0.0541], [6.6980, 4.2194, -0.0169], [0.9903, 3.7215, 3.2060], [2.4647, 2.8107, 3.0495], [1.1645, 2.5585, 1.9154], [2.5589, 5.2358, 2.1182], [1.5176, 4.6483, 0.7746], [7.2253, 3.4952, -0.6287], [7.0341, 4.2107, 1.0231], [6.9120, 5.2293, -0.3717], [2.3605, 4.8534, -2.4668], [0.8608, 4.9596, -2.5823], [0.2628, 3.7791, -2.0990], [-1.0538, 3.5610, -2.2881], [-1.6036, 2.6531, -1.7425], [-1.5881, 4.4598, -3.0939], [-2.9766, 4.4545, -3.3435], [2.7212, 3.9664, -2.9880], [2.7458, 4.9536, -1.4519], [2.8999, 5.6596, -2.9768], [0.5941, 5.2784, -3.5984], [0.4635, 5.8694, -2.1060], [-3.2686, 5.4234, -3.7343], [-3.6024, 4.2532, -2.4707], [-3.2064, 3.6466, -4.0422], [1.6425, -7.3457, -2.1533], [0.5405, -6.9553, -1.3118], [0.6929, -5.6168, -0.7302], [-0.5582, -7.7220, -1.0658], [-1.4312, -7.4023, -0.2978], [1.8869, -6.4883, -2.7920], [1.4260, -8.1556, -2.8479], [2.5760, -7.5249, -1.6122], [1.6523, -5.7304, -0.2050], [0.7406, -4.8300, -1.4768], [0.0248, -5.4972, 0.1188], [-0.4848, -8.5926, -1.7386], [-4.5858, 2.0565, -0.1271], [-5.9587, 2.3468, 0.2886], [-7.0422, 2.1056, -0.6228], [-6.1661, 2.9311, 1.5051], [-7.2076, 3.2898, 2.0034], [-4.5825, 1.0298, -0.5020], [-3.8619, 2.3743, 0.6105], [-4.4553, 2.6709, -1.0294], [-7.1636, 1.0375, -0.8244], [-7.9661, 2.3839, -0.1145], [-6.9437, 2.6736, -1.5494], [-5.2289, 2.9091, 2.0916], [-1.3610, 1.5739, 1.9108], [-0.7905, -0.2206, 1.4752], [-1.3674, -0.6824, 0.1515], [-0.5922, -2.3637, -0.4197], [-1.0812, -0.8760, 2.2895], [0.2896, -0.1965, 1.3305], [-1.1323, 0.0492, -0.6202], [-2.4477, -0.7978, 0.2104], [-4.0276, -4.7121, 7.1547], [-3.9435, -4.1047, 5.2483], [-2.5518, -3.7141, 4.8402], [-2.5497, -3.1567, 2.9564], [-4.6650, -3.3008, 5.1534], [-4.2735, -4.9632, 4.6709], [-1.8557, -4.5486, 4.8914], [-2.1119, -2.9555, 5.4851]],
  "atomic_forces_ev_per_a": [[-0.5, 0.3, 0.0], [0.8, 0.2, -0.4], [-0.2, -0.1, -0.1], [0.4, -0.1, 0.4], [0.0, 0.1, -0.1], [-1.1, 0.3, -0.1], [1.0, 0.2, 0.3], [0.1, -0.4, 0.2], [0.1, 0.2, -0.1], [0.1, -0.1, -0.3], [-0.1, 0.1, 0.4], [-0.5, -0.3, 0.2], [0.3, -0.3, 0.1], [0.3, 0.2, -0.2], [-0.7, -0.3, -0.5], [0.5, -0.8, -0.4], [-0.4, 0.9, -0.2], [-0.2, -0.5, -0.3], [0.1, 0.5, -0.4], [0.2, 0.3, 0.4], [0.0, -0.2, -0.2], [-0.9, -0.9, 0.8], [-0.1, 0.3, 0.2], [-0.3, 0.4, 0.3], [-0.2, -0.1, 0.1], [0.0, -0.4, -0.1], [0.7, 0.0, 0.3], [0.2, 0.3, -0.5], [0.2, 0.0, 0.0], [0.3, 0.4, -0.1], [-1.0, -0.2, 0.1], [0.8, 0.7, 1.0], [0.1, -0.3, -0.5], [0.6, 0.3, 0.2], [-0.7, 0.2, 0.0], [-0.3, 0.2, -0.3], [0.1, -1.4, -0.8], [0.2, 0.1, 0.2], [0.1, 0.0, 0.0], [0.1, 0.0, -0.3], [-0.2, -0.4, -0.4], [0.0, -0.2, -0.2], [0.3, 0.8, 0.6], [-0.3, 0.3, 0.2], [0.3, -0.2, 0.1], [0.5, -0.3, -0.6], [-1.2, 0.2, 0.7], [0.0, -0.7, 0.2], [0.5, 0.8, -0.2], [-0.2, 0.2, 0.1], [-0.2, -0.9, -0.2], [0.6, 0.8, -0.5], [-0.1, 0.0, 0.3], [0.0, 0.0, 0.1], [-0.2, 0.2, 0.0], [0.5, 0.3, -0.3], [0.3, -0.2, 0.0], [-0.1, 0.2, 0.2], [0.0, 0.0, 0.1], [-0.5, -0.4, 0.3], [-0.2, -0.6, -0.2], [-0.5, -0.1, 1.6], [0.0, 0.3, -0.6], [0.2, -1.0, -0.1], [0.0, 0.5, 0.2], [-0.2, 0.1, -0.2], [0.4, 0.4, 0.6], [0.0, 0.3, -0.2], [0.2, 0.3, -0.1], [0.1, 0.0, 0.0], [0.2, 0.2, -0.4], [0.2, 0.1, -0.1], [0.0, -0.1, 0.1], [0.2, -0.3, -0.1], [-0.4, 0.0, -0.2], [0.7, 0.3, -0.2], [0.4, 2.3, -0.8], [-0.7, -0.4, -0.1], [1.0, 0.2, 0.4], [-0.6, -0.5, 0.0], [0.2, 0.9, -0.1], [-1.0, -0.9, -0.1], [-0.1, -0.3, 0.5], [-0.2, -0.6, 0.1], [-0.6, 0.2, -0.2], [0.0, -1.2, -0.3], [0.1, -0.5, 0.9], [0.3, 0.0, -0.2], [0.5, 0.1, 0.3], [0.0, 0.2, -0.2], [0.3, 0.8, -0.8], [-0.3, 0.6, 0.0], [1.1, -1.8, 1.3], [1.2, 0.8, -0.7], [-0.5, -0.5, 0.1], [-0.1, -0.1, -0.1], [-0.2, -0.2, 0.4], [-0.2, -0.4, 0.3], [0.3, 0.8, -0.3], [-0.2, 0.1, 0.0], [-0.7, 0.3, -0.6], [-0.6, -0.5, 0.4], [-1.7, 0.7, -1.6], [0.3, 0.5, 1.1], [-0.6, -0.2, 0.4], [0.4, -1.0, 0.2], [-0.3, 0.2, -0.4], [0.7, -0.1, 0.5], [0.1, -0.5, 0.1], [0.5, -0.1, 0.1], [0.3, 0.0, -0.3], [0.1, 0.3, -0.1], [0.0, -0.1, -0.1], [0.1, 0.4, -0.1], [-0.2, -0.1, 0.0], [0.5, -0.6, -0.6], [-0.5, 0.8, 0.1], [0.0, -0.1, 0.4], [0.1, 0.1, 0.1], [0.0, 0.1, 0.6], [-0.1, -0.1, -0.1], [0.0, -0.2, -0.1], [0.2, 0.3, -0.9], [-0.2, -0.4, 0.3], [0.6, -0.2, 0.5], [0.0, 0.0, 0.5], [0.1, 0.1, 0.1], [-0.1, 0.0, 0.1], [-0.2, -0.2, -0.2], [-0.3, 0.4, -0.4]],
  "lowdin_charge": [-0.0645, -0.2208, 0.0452, -0.6059, 0.1292, 0.0101, -0.0685, 0.0793, 0.0764, 0.0761, 0.1180, 0.1274, 0.0953, 0.0406, 0.0845, -0.0574, -0.2164, 0.0065, -0.6171, 0.1425, -0.0272, -0.0513, 0.0856, 0.0713, 0.0623, 0.0812, 0.1286, 0.0974, 0.0761, 0.1007, -0.0488, -0.2184, 0.0397, -0.6108, 0.1214, 0.0213, -0.0363, 0.0725, 0.0779, 0.0814, 0.1226, 0.0785, 0.0547, 0.1027, 0.0769, -0.0267, -0.2051, 0.0600, -0.6117, 0.1192, 0.0182, -0.0502, 0.0857, 0.0733, 0.0854, 0.1135, 0.0658, 0.0976, 0.0930, 0.0926, -0.0773, -0.1868, -0.0040, -0.6138, 0.1454, -0.0180, -0.0421, 0.0806, 0.0709, -0.0001, 0.1233, 0.1206, 0.0950, 0.0980, 0.0970, -0.0424, -0.2426, 0.0410, -0.5931, 0.1246, -0.0042, -0.0274, 0.0703, 0.0601, 0.0860, 0.1247, 0.1283, 0.0984, 0.0802, 0.1051, -0.0779, -0.2036, -0.0725, -0.3429, 0.0257, 0.0875, 0.0859, 0.0881, 0.0857, 0.0653, 0.0741, 0.1319, -0.0516, -0.2054, -0.0553, -0.3481, 0.0190, 0.0917, 0.0279, 0.0677, 0.0913, 0.0862, 0.0883, 0.1292, 0.7684, -0.6806, -0.6666, 0.7605, -0.0209, 0.0397, 0.0358, 0.0573, 0.6027, -0.6455, -0.6650, 0.6785, 0.0558, 0.0483, 0.0563, 0.0386],
  "de_lowest_kcal_mol": 0.00,
  "smiles": "CCOC(=O)OC.CCOC(=O)OC.CCOC(=O)OC.CCOC(=O)OC.CCOC(=O)OC.CCOC(=O)OC.CN(C)C=O.CN(C)C=O.BrCCBr.BrCCBr",
  "homo_energy_ev": -9.23,
  "energy_ev": -360493.6523
}


# 2
{
  "formula": "C42H45N9O6",
  "method": "ωB97M-V/def2-TZVPD",
  "elements": ["O", "N", "O", "C", "C", "C", "C", "C", "C", "H", "H", "H", "H", "H", "O", "N", "O", "C", "C", "C", "C", "C", "C", "H", "H", "H", "H", "H", "O", "N", "O", "C", "C", "C", "C", "C", "C", "H", "H", "H", "H", "H", "C", "C", "C", "N", "C", "H", "H", "H", "H", "H", "C", "C", "C", "N", "C", "H", "H", "H", "H", "H", "C", "C", "C", "N", "C", "H", "H", "H", "H", "H", "C", "C", "C", "N", "C", "H", "H", "H", "H", "H", "C", "C", "C", "N", "C", "H", "H", "H", "H", "H", "C", "C", "C", "N", "C", "H", "H", "H", "H", "H"],
  "coordinates": [[4.1705, -3.9244, -1.9143], [3.3114, -3.2253, -2.5092], [2.1185, -3.3616, -2.3123], [3.7186, -2.1904, -3.4388], [2.8768, -1.5009, -4.2927], [3.3998, -0.4255, -5.0731], [4.7321, -0.1987, -5.1798], [5.5694, -0.8419, -4.3246], [5.0713, -1.8793, -3.4733], [1.8037, -1.6202, -4.3188], [2.8028, 0.1398, -5.7733], [5.2330, 0.5744, -5.7436], [6.6313, -0.6865, -4.4449], [5.7352, -2.4505, -2.8414], [-3.3458, -0.5323, -0.2084], [-2.3642, -1.1715, -0.5792], [-2.4235, -2.1978, -1.2684], [-1.0565, -0.6775, -0.2096], [-0.9006, 0.6101, 0.3429], [0.3532, 1.0883, 0.6454], [1.4446, 0.3256, 0.3727], [1.3048, -0.9222, -0.1852], [0.0954, -1.4343, -0.5325], [-1.6785, 1.3352, 0.5317], [0.4380, 2.0970, 1.0220], [2.4604, 0.6922, 0.3888], [2.2492, -1.4359, -0.2880], [-0.0114, -2.4329, -0.9296], [-2.1722, -1.1414, 7.6171], [-2.2074, -2.0751, 6.8271], [-2.9181, -3.1390, 6.8843], [-1.3786, -2.0626, 5.6063], [-0.6640, -0.9173, 5.2472], [0.0667, -0.8584, 4.0893], [0.0099, -1.9355, 3.2128], [-0.7854, -2.9784, 3.4533], [-1.5011, -3.1154, 4.6427], [-0.6763, -0.0076, 5.8292], [0.6667, -0.0066, 3.8049], [0.5647, -1.8645, 2.2889], [-0.8861, -3.7336, 2.6878], [-2.1380, -3.9874, 4.6565], [5.6080, -1.4065, 0.5346], [6.4390, -1.0665, 1.6500], [6.9237, 0.1916, 1.4474], [6.2912, 0.6743, 0.3738], [5.4853, -0.2620, -0.2149], [5.1648, -2.3625, 0.2977], [6.6609, -1.6849, 2.5071], [7.5675, 0.8540, 2.0070], [6.4883, 1.6235, 0.0905], [4.8623, -0.0850, -1.0792], [-4.6545, 2.9099, 3.0730], [-3.4467, 2.4338, 3.6871], [-3.0513, 1.3350, 2.9045], [-4.0507, 1.1630, 1.9566], [-5.0059, 2.0818, 2.0154], [-5.1341, 3.8361, 3.3531], [-2.7734, 2.9174, 4.3793], [-2.1735, 0.7065, 2.9322], [-4.0369, 0.5013, 1.1936], [-5.7147, 2.1771, 1.2061], [-1.5710, 5.5110, 0.5750], [-1.1977, 4.4832, 1.4564], [0.0578, 4.7347, 1.9246], [0.4572, 5.9503, 1.4287], [-0.5085, 6.4024, 0.5465], [-2.4891, 5.6216, 0.0171], [-1.8235, 3.6273, 1.6619], [0.5705, 4.1443, 2.6696], [1.3361, 6.4157, 1.6050], [-0.4181, 7.3108, -0.0306], [0.7857, 2.2415, -3.9571], [0.9017, 2.0529, -2.5804], [0.6402, 3.3089, -1.9961], [0.4365, 4.1755, -3.0503], [0.4110, 3.5132, -4.2425], [0.8113, 1.4386, -4.6789], [1.0246, 1.0855, -2.1162], [0.7172, 3.7815, -1.0281], [0.2196, 5.1558, -2.9411], [0.2122, 4.0281, -5.1707], [-0.8846, -5.6363, 0.4139], [-0.9444, -6.2883, 1.5933], [-0.1139, -7.3334, 1.5587], [0.4148, -7.4710, 0.3278], [-0.0376, -6.3882, -0.4104], [-1.4902, -4.8036, 0.0880], [-1.6212, -5.9985, 2.3835], [0.0518, -8.1182, 2.2819], [0.9162, -8.2596, -0.0553], [0.1573, -6.4113, -1.4725], [-5.8248, 1.0076, -2.3783], [-4.8255, 1.9239, -2.5494], [-5.1956, 2.8019, -3.5294], [-6.5037, 2.4501, -3.9638], [-6.8277, 1.3565, -3.2775], [-5.7211, 0.2225, -1.6439], [-3.9313, 2.1074, -1.9722], [-4.6451, 3.6610, -3.8832], [-7.0304, 2.9573, -4.6605], [-7.6863, 0.7695, -3.5685]],
  "atomic_forces_ev_per_a": [[-1.3, 1.7, -1.4], [0.2, -1.8, 1.6], [0.1, 0.2, -0.3], [1.6, 0.8, -0.8], [-0.5, 1.9, -0.4], [-1.5, -1.5, -0.6], [1.2, 1.0, 0.9], [0.3, -2.8, 1.3], [1.0, 1.0, -0.6], [0.0, -0.4, 0.2], [-0.7, -0.2, 0.3], [-0.7, 0.2, -0.6], [0.1, 0.0, 0.5], [0.1, 0.1, 0.0], [0.5, -0.6, -0.4], [-0.7, -1.0, -0.9], [0.0, 1.4, 1.1], [1.6, 1.0, -0.1], [-0.7, -0.5, -0.1], [-0.2, 0.6, 0.1], [0.9, 0.1, -0.5], [1.3, -0.2, 0.1], [-1.8, -0.4, 0.6], [-0.6, -0.5, -0.2], [0.0, 0.1, 0.0], [0.1, 0.3, 0.7], [-0.2, -0.6, -0.5], [0.0, 0.0, -0.2], [-0.2, -1.4, -0.9], [-1.3, -2.4, -0.5], [1.5, 3.2, 0.9], [-0.4, -0.4, -1.7], [0.0, 0.5, 0.9], [0.1, -0.7, -0.6], [1.5, 2.3, -0.7], [-1.3, -1.9, 0.6], [0.4, 1.2, 0.3], [-0.2, -0.3, 0.6], [-0.1, 0.2, 0.3], [0.1, -0.1, -0.1], [0.0, -0.2, 0.1], [-0.1, 0.2, 0.9], [-0.1, 0.5, 0.5], [0.4, -1.2, 0.1], [-0.4, -0.2, 1.1], [0.0, 1.7, -1.4], [0.1, -0.3, 0.0], [-0.1, 0.1, 0.2], [0.1, -0.1, -0.2], [0.0, -0.3, 0.1], [-0.4, -0.3, -0.4], [0.3, 0.2, 0.0], [0.0, 0.7, 0.5], [0.2, -0.9, -2.1], [-1.4, 0.9, 0.2], [1.6, -1.7, -0.5], [0.3, 1.7, 1.1], [-0.2, -0.2, 0.0], [-0.5, 0.0, 0.3], [-0.2, -0.1, 0.1], [0.4, -0.1, 0.4], [-0.2, 0.0, 0.4], [0.9, 1.0, -0.3], [-0.6, -0.8, -0.4], [-0.3, 0.0, 0.6], [-0.1, 0.0, -0.8], [-0.5, -0.3, 0.3], [0.1, -0.1, 0.1], [0.2, -0.1, 0.3], [0.4, 0.4, -0.1], [-0.3, -0.2, 0.0], [0.2, 0.0, 0.3], [-0.6, -1.5, -1.3], [-0.5, 1.2, 1.3], [0.8, -0.2, -1.2], [-0.7, 0.3, 0.4], [0.7, 0.8, 0.2], [0.1, 0.0, 0.0], [0.2, 0.3, 0.2], [-0.2, -0.6, 0.2], [0.0, -0.3, 0.1], [0.0, -0.1, 0.1], [0.7, 0.4, -3.9], [-1.3, 0.6, 2.8], [0.6, -3.0, 1.4], [-0.3, 1.5, -1.0], [-0.3, -0.4, -0.1], [0.2, 0.1, 0.0], [0.3, -0.2, 0.3], [0.0, 0.2, 0.1], [0.0, 0.3, 0.3], [0.0, 0.5, 0.1], [-1.3, -0.8, 0.0], [1.4, 2.2, -0.4], [-1.1, 0.5, -0.6], [3.0, 1.4, 0.2], [-1.0, -2.3, 0.8], [-0.7, -0.3, -0.3], [0.1, -0.5, 0.0], [-0.4, 0.0, -0.1], [0.1, -0.4, 0.2], [-0.2, 0.2, 0.3]],
  "lowdin_charge": [0.0469, -0.3173, 0.0724, -0.1703, 0.0251, -0.0629, -0.1048, -0.0576, 0.0076, 0.1175, 0.1028, 0.1152, 0.1074, 0.1136, 0.0382, -0.3040, 0.0816, -0.1123, 0.0078, -0.0853, -0.0879, -0.1013, 0.0060, 0.1014, 0.0904, 0.1109, 0.1030, 0.1107, 0.0862, -0.3086, 0.0258, -0.1157, -0.0212, -0.0740, -0.0839, -0.0782, 0.0365, 0.1190, 0.1068, 0.0967, 0.0864, 0.1142, -0.0966, -0.1057, -0.1581, -0.0130, -0.1454, 0.0852, 0.0901, 0.1136, 0.1497, 0.0991, -0.1160, -0.1020, -0.1300, -0.0044, -0.1401, 0.0815, 0.0868, 0.0869, 0.0911, 0.1139, -0.1003, -0.1273, -0.1554, 0.0103, -0.1382, 0.0955, 0.0786, 0.1087, 0.1454, 0.1004, -0.1450, -0.0881, -0.0969, -0.0040, -0.1376, 0.0845, 0.0724, 0.0932, 0.1436, 0.1091, -0.1217, -0.1679, -0.1671, 0.0204, -0.1029, 0.0921, 0.1002, 0.1125, 0.1514, 0.1027, -0.1131, -0.1533, -0.1183, 0.0193, -0.1678, 0.0885, 0.0950, 0.0951, 0.1474, 0.1072],
  "smiles": "O=[N+]([O-])c1ccccc1.O=[N+]([O-])c1ccccc1.O=[N+]([O-])c1ccccc1.c1cc[nH]c1.c1cc[nH]c1.c1cc[nH]c1.c1cc[nH]c1.c1cc[nH]c1.c1cc[nH]c1",
  "homo_energy_ev": -7.90,
  "energy_ev": -69967.7118
}